ORCA calculation (ωB97M-V with the def2-TZVPD basis set) on a 8-piece molecular cluster, C18H53NO15 overall in a non-equilibrium geometry.

Geometry (Å):
C 0.838 -19.633 -12.311
O 0.929 -19.183 -13.609
C -0.319 -19.075 -14.382
C -0.043 -18.178 -15.637
N 0.514 -16.880 -15.165
C 1.134 -16.243 -16.418
C 1.874 -15.018 -15.912
O 3.084 -15.371 -15.185
C 3.753 -14.232 -14.538
H 0.185 -20.505 -12.303
H 0.581 -18.878 -11.568
H 1.851 -19.806 -11.946
H -0.997 -18.453 -13.797
H -0.800 -20.046 -14.498
H -1.000 -17.939 -16.101
H 0.553 -18.790 -16.314
H 1.361 -17.278 -14.786
H 0.269 -15.855 -16.957
H 1.573 -16.826 -17.228
H 1.372 -14.287 -15.278
H 2.112 -14.485 -16.833
H 4.535 -14.656 -13.907
H 3.027 -13.673 -13.948
H 4.174 -13.600 -15.320
O 14.371 -15.042 -10.494
C 13.564 -16.185 -10.635
C 14.192 -17.302 -9.831
O 15.472 -17.552 -10.373
H 15.263 -15.300 -10.735
H 12.510 -16.184 -10.356
H 13.434 -16.454 -11.683
H 13.582 -18.204 -9.865
H 14.324 -16.994 -8.794
H 15.515 -18.117 -11.148
O 6.847 -14.232 -20.753
C 6.787 -15.328 -19.795
C 7.747 -16.534 -20.217
O 9.118 -16.087 -20.235
H 7.679 -14.170 -21.228
H 7.144 -14.973 -18.829
H 5.748 -15.657 -19.789
H 7.563 -16.916 -21.221
H 7.757 -17.291 -19.432
H 9.190 -15.535 -21.017
O 7.072 -25.076 -14.660
C 5.829 -25.779 -14.519
C 4.649 -24.746 -14.596
O 3.455 -25.385 -14.658
H 7.783 -25.721 -14.634
H 5.716 -26.574 -15.256
H 5.772 -26.279 -13.552
H 4.761 -24.001 -15.383
H 4.704 -24.093 -13.725
H 3.146 -25.386 -13.749
O 15.552 -18.364 -17.945
C 14.222 -18.415 -18.309
C 14.190 -19.756 -19.123
O 14.389 -21.009 -18.492
H 16.033 -17.847 -18.596
H 13.606 -18.523 -17.416
H 13.850 -17.560 -18.874
H 14.973 -19.763 -19.882
H 13.254 -19.913 -19.659
H 15.224 -21.016 -18.017
O 8.148 -22.915 -18.539
C 9.382 -22.946 -19.277
C 9.859 -24.358 -19.722
O 8.967 -24.812 -20.633
H 8.349 -23.539 -17.838
H 9.213 -22.276 -20.120
H 10.209 -22.547 -18.690
H 9.875 -25.001 -18.842
H 10.872 -24.323 -20.124
H 8.788 -24.156 -21.310
O 6.333 -18.716 -13.232
C 7.112 -18.355 -14.277
C 8.376 -19.224 -14.307
O 9.401 -18.933 -13.364
H 5.457 -18.975 -13.526
H 6.492 -18.523 -15.158
H 7.315 -17.284 -14.260
H 8.712 -19.110 -15.338
H 8.150 -20.279 -14.154
H 8.875 -18.779 -12.575
O 7.824 -18.570 -9.482
H 7.103 -18.833 -10.053
H 7.495 -18.718 -8.596

Values from the calculation:
HOMO level: -9.76 eV
Energy: -51719.8744 eV
Relative energy (zero: lowest compared OMol25 entry of this formula, charge and spin): 4.938 eV
LUMO energy: 0.2 eV
SMILES: COCCNCCOC.OCCO.OCCO.OCCO.OCCO.OCCO.OCCO.O


ORCA calculation (ωB97M-V with the def2-TZVPD basis set) on C18H53NO15 as an isolated structure in a non-equilibrium geometry.

Geometry (Å):
C -5.224 7.620 -17.472
C -6.007 7.115 -16.276
C -5.862 7.844 -14.915
O -4.619 7.646 -14.238
C -4.440 6.427 -13.584
N -7.395 7.323 -16.624
H -5.474 7.052 -18.368
H -4.171 7.516 -17.209
H -5.608 8.637 -17.552
H -5.955 6.053 -16.037
H -6.642 7.506 -14.232
H -5.880 8.905 -15.166
H -3.399 6.251 -13.314
H -4.886 5.584 -14.111
H -5.007 6.673 -12.686
H -7.464 7.880 -17.464
H -7.720 8.025 -15.975
C -0.378 5.161 -19.577
C 1.081 5.309 -20.042
O 2.003 5.044 -18.958
O -0.580 4.083 -18.713
H -1.099 5.264 -20.388
H -0.634 5.987 -18.913
H 1.226 6.273 -20.530
H 1.137 4.520 -20.792
H 1.564 4.249 -18.648
H -1.502 3.820 -18.763
C -6.753 3.190 -17.706
C -5.921 4.297 -17.019
O -6.075 5.542 -17.858
O -6.360 1.857 -17.370
H -6.698 3.320 -18.787
H -7.776 3.317 -17.353
H -4.850 4.119 -16.921
H -6.236 4.520 -15.999
H -6.693 6.164 -17.467
H -5.942 1.543 -18.175
C -3.346 4.493 -18.813
C -2.913 5.369 -17.554
O -2.468 4.473 -16.600
O -2.240 3.763 -19.393
H -3.724 5.168 -19.581
H -4.072 3.720 -18.560
H -3.717 5.995 -17.167
H -2.093 6.043 -17.803
H -2.276 3.647 -17.051
H -2.461 3.171 -20.115
C 1.262 4.143 -15.716
C -0.138 4.036 -16.253
O -0.562 5.369 -16.665
O 1.285 5.092 -14.723
H 1.934 4.477 -16.507
H 1.876 3.323 -15.344
H -0.732 3.650 -15.424
H -0.058 3.475 -17.184
H -1.463 5.264 -16.979
H 0.569 5.671 -14.994
C -0.824 0.977 -20.035
C 0.711 1.364 -20.269
O 0.842 2.740 -19.911
O -1.145 0.947 -18.682
H -1.122 -0.011 -20.387
H -1.452 1.738 -20.497
H 0.922 1.131 -21.313
H 1.437 0.738 -19.751
H 0.581 2.735 -18.987
H -2.074 0.738 -18.566
C -5.309 1.060 -20.026
C -5.098 2.440 -20.860
O -3.774 2.893 -20.723
O -5.181 1.349 -18.725
H -4.481 0.380 -20.228
H -6.267 0.551 -20.128
H -5.756 3.246 -20.535
H -5.391 2.273 -21.896
H -3.831 3.602 -21.368
H -4.280 1.045 -18.596
C -1.081 2.450 -22.101
C -2.074 1.905 -23.113
O -1.518 0.825 -23.828
O -0.210 3.285 -22.696
H -0.443 1.666 -21.694
H -1.484 3.047 -21.283
H -2.344 2.743 -23.755
H -2.914 1.589 -22.494
H -0.621 0.981 -24.132
H 0.483 3.585 -22.103

Values from the calculation:
HOMO level: -8.49 eV
Energy: -51703.1280 eV
Relative energy (zero: lowest compared OMol25 entry of this formula, charge and spin): 21.685 eV
LUMO energy: -0.6 eV


ORCA calculation (ωB97M-V with the def2-TZVPD basis set) on a 10-piece molecular cluster, C18H54BF4O18 overall in a non-equilibrium geometry.

Geometry (Å):
B -0.226 2.368 -5.765
F -0.837 3.095 -4.724
F -0.331 3.046 -6.984
F 1.136 2.250 -5.383
F -0.742 1.076 -5.931
C 2.294 -1.353 -5.411
C 1.021 -2.145 -5.776
O 0.268 -1.509 -6.786
O 1.989 -0.242 -4.573
H 2.758 -1.095 -6.366
H 2.950 -2.043 -4.878
H 0.473 -2.379 -4.858
H 1.352 -3.098 -6.195
H -0.011 -0.613 -6.520
H 1.559 0.437 -5.114
C -0.219 -1.144 -2.165
C -1.466 -1.884 -1.710
O -1.821 -2.923 -2.577
O -0.497 -0.482 -3.384
H 0.641 -1.825 -2.155
H 0.096 -0.372 -1.451
H -2.267 -1.130 -1.635
H -1.406 -2.283 -0.693
H -2.119 -2.577 -3.430
H 0.259 -0.615 -3.998
C -5.070 2.378 -8.536
C -3.555 2.303 -8.310
O -3.263 2.301 -6.930
O -5.734 1.378 -7.808
H -5.214 2.313 -9.620
H -5.397 3.332 -8.110
H -2.964 3.097 -8.783
H -3.239 1.360 -8.794
H -2.321 2.489 -6.864
H -5.898 0.617 -8.369
C -2.305 6.775 -7.473
C -3.580 7.504 -7.852
O -4.296 8.031 -6.727
O -2.659 5.565 -6.854
H -1.772 7.417 -6.759
H -1.714 6.756 -8.400
H -4.210 6.824 -8.433
H -3.218 8.353 -8.449
H -4.553 8.907 -7.020
H -1.857 5.138 -6.539
C 0.166 6.207 -3.538
C 0.218 7.602 -2.989
O 0.894 8.585 -3.785
O -0.937 6.043 -4.437
H -0.059 5.527 -2.706
H 1.117 5.886 -3.973
H 0.855 7.632 -2.103
H -0.786 7.934 -2.713
H 0.329 8.913 -4.490
H -0.883 5.123 -4.717
C -3.975 2.472 -1.015
C -2.807 2.878 -1.929
O -3.248 3.108 -3.267
O -4.790 1.484 -1.617
H -4.501 3.416 -0.836
H -3.528 2.108 -0.087
H -2.094 2.048 -2.056
H -2.308 3.766 -1.518
H -2.432 3.311 -3.745
H -4.948 0.840 -0.923
C -3.230 -2.067 -5.296
C -4.311 -3.106 -5.497
O -5.633 -2.540 -5.335
O -3.535 -0.946 -4.503
H -2.981 -1.580 -6.253
H -2.268 -2.605 -5.243
H -4.200 -3.895 -4.746
H -4.359 -3.534 -6.499
H -6.271 -3.220 -5.563
H -2.720 -0.506 -4.219
C 2.799 1.881 -1.064
C 2.673 2.141 -2.551
O 2.700 3.572 -2.758
O 1.735 2.448 -0.320
H 3.752 2.282 -0.691
H 2.867 0.828 -0.785
H 1.730 1.814 -3.000
H 3.443 1.580 -3.093
H 2.744 3.600 -3.724
H 1.664 3.375 -0.573
C 1.790 1.336 -10.632
C 1.046 1.648 -9.348
O 1.703 1.031 -8.223
O 1.524 0.035 -11.161
H 2.880 1.480 -10.660
H 1.514 2.134 -11.338
H 0.027 1.259 -9.264
H 0.940 2.735 -9.307
H 1.851 1.749 -7.593
H 1.532 -0.512 -10.362

Values from the calculation:
HOMO level: -6.87 eV
Energy: -67946.5325 eV
Relative energy (zero: lowest compared OMol25 entry of this formula, charge and spin): 1.829 eV
LUMO energy: 2.4 eV
Charge: -1


ORCA calculation (ωB97M-V with the def2-TZVPD basis set) on a 5-piece molecular cluster, C18H54BIN7O4 overall in a non-equilibrium geometry.

Geometry (Å):
N 1.858 -0.789 2.291
C 1.699 0.077 1.127
N 2.971 0.815 1.049
N 1.552 -0.731 -0.099
C 0.510 1.039 1.301
B -1.022 0.563 1.023
I -1.684 -1.285 2.200
H 2.820 -1.117 2.270
H 1.266 -1.608 2.246
H 2.788 1.743 0.675
H 3.264 0.983 2.008
H 0.822 -1.415 0.083
H 1.160 -0.144 -0.830
H 0.628 1.529 2.276
H 0.660 1.821 0.536
H -1.206 0.290 -0.152
H -1.806 1.439 1.349
C 3.153 4.781 -1.239
C 1.912 4.775 -0.355
C 1.353 6.156 -0.015
O 2.110 6.890 0.930
C 3.217 7.591 0.411
N 2.222 3.963 0.819
H 4.042 5.038 -0.660
H 3.315 3.781 -1.639
H 3.077 5.478 -2.077
H 1.118 4.258 -0.904
H 0.368 6.027 0.437
H 1.230 6.754 -0.931
H 3.003 7.981 -0.590
H 4.118 6.973 0.355
H 3.413 8.430 1.080
H 1.381 3.757 1.349
H 2.816 4.506 1.440
C -3.619 -3.906 -2.499
C -2.227 -4.457 -2.195
C -2.224 -5.592 -1.161
O -2.343 -5.189 0.180
C -3.634 -4.824 0.617
N -1.363 -3.338 -1.839
H -3.962 -3.254 -1.695
H -3.589 -3.310 -3.410
H -4.349 -4.709 -2.631
H -1.839 -4.905 -3.119
H -1.257 -6.100 -1.212
H -3.005 -6.328 -1.413
H -4.409 -5.419 0.120
H -3.832 -3.760 0.455
H -3.680 -5.012 1.688
H -0.407 -3.654 -1.714
H -1.666 -3.002 -0.928
C 8.698 2.350 0.179
C 7.244 2.063 -0.183
C 6.875 2.455 -1.615
O 6.736 3.849 -1.829
C 7.919 4.562 -2.102
N 6.371 2.666 0.822
H 8.855 3.413 0.366
H 8.964 1.818 1.091
H 9.378 2.036 -0.616
H 7.091 0.980 -0.122
H 5.895 2.028 -1.838
H 7.596 2.042 -2.335
H 8.617 3.958 -2.693
H 8.430 4.894 -1.194
H 7.639 5.442 -2.682
H 5.413 2.352 0.691
H 6.353 3.671 0.670
C -9.603 -3.594 1.076
C -8.196 -3.309 0.560
C -7.478 -4.544 0.010
O -7.000 -5.439 0.993
C -7.933 -6.360 1.509
N -7.443 -2.614 1.601
H -9.573 -4.084 2.050
H -10.148 -2.660 1.200
H -10.160 -4.233 0.388
H -8.286 -2.617 -0.285
H -6.589 -4.211 -0.531
H -8.123 -5.081 -0.701
H -8.645 -6.675 0.738
H -8.493 -5.960 2.359
H -7.372 -7.231 1.847
H -6.554 -2.282 1.238
H -7.200 -3.279 2.329

Values from the calculation:
HOMO level: -4.65 eV
Energy: -46940.2137 eV
LUMO energy: 2.3 eV
Charge: -1


ORCA calculation (ωB97M-V with the def2-TZVPD basis set) on C18H54O10V as an isolated structure in a non-equilibrium geometry.

Geometry (Å):
V 2.924 -0.194 1.312
C 1.144 0.843 3.570
O 2.228 -0.003 3.404
H 1.411 1.801 4.055
H 0.813 1.292 2.610
H 0.247 0.451 4.063
C 0.011 -0.543 -0.525
O 1.135 0.033 0.067
H 0.168 -0.558 -1.613
H -0.190 -1.544 -0.121
H -0.917 0.017 -0.319
C -3.967 1.662 1.628
C -3.423 1.623 3.043
O -3.980 2.697 3.832
H -3.781 2.571 1.060
H -5.006 1.378 1.463
H -3.316 0.872 1.219
H -2.358 1.843 3.030
H -3.677 0.713 3.588
H -4.923 2.584 3.964
C 4.394 0.854 -2.670
C 3.927 -0.351 -1.870
O 4.441 -0.218 -0.501
H 4.091 0.738 -3.711
H 5.474 1.015 -2.642
H 4.006 1.799 -2.288
H 4.312 -1.290 -2.268
H 2.843 -0.431 -1.833
H 5.357 -0.492 -0.610
C -2.802 0.173 -3.489
C -3.496 0.822 -2.310
O -4.442 1.805 -2.732
H -2.248 0.835 -4.157
H -3.540 -0.385 -4.069
H -2.097 -0.582 -3.129
H -2.748 1.179 -1.595
H -4.044 0.020 -1.812
H -3.982 2.287 -3.429
C -1.642 4.555 0.729
C -0.718 3.373 0.934
O 0.082 3.227 -0.256
H -2.243 4.874 1.586
H -2.358 4.301 -0.057
H -1.185 5.497 0.417
H -1.233 2.453 1.206
H 0.051 3.536 1.699
H 0.052 2.281 -0.463
C -2.187 -4.297 -0.714
C -3.009 -3.050 -1.067
O -4.382 -3.419 -1.109
H -1.143 -4.043 -0.915
H -2.489 -5.127 -1.351
H -2.233 -4.610 0.328
H -2.722 -2.761 -2.085
H -2.678 -2.221 -0.435
H -4.927 -2.626 -1.090
C 4.134 3.954 2.107
C 3.930 3.094 0.854
O 2.941 2.091 1.101
H 4.725 3.352 2.796
H 3.220 4.282 2.603
H 4.607 4.904 1.852
H 4.886 2.654 0.583
H 3.540 3.706 0.038
H 2.053 2.473 1.063
C 1.704 -3.800 -4.262
C 1.264 -2.738 -3.246
O 1.756 -3.220 -1.975
H 1.018 -4.638 -4.199
H 2.757 -4.035 -4.163
H 1.559 -3.249 -5.200
H 0.182 -2.662 -3.119
H 1.695 -1.770 -3.518
H 1.688 -2.510 -1.324
C 0.102 -3.059 2.038
C 0.199 -3.112 3.574
O 1.578 -3.472 3.863
H 0.186 -4.078 1.658
H 0.877 -2.383 1.700
H -0.887 -2.686 1.756
H -0.450 -3.840 4.056
H 0.116 -2.085 3.926
H 1.593 -4.434 3.861

Values from the calculation:
Expectation value of S²: 3.7574
HOMO level (alpha / beta): -7.69 / -7.99 eV
Energy: -65699.5654 eV
LUMO energy (alpha / beta): -0.3 / -0.4 eV
Spin multiplicity: 4